[1]
{
  "formula": "C26H25N3O2SSeTl",
  "method": "ωB97M-V/def2-TZVPD",
  "lumo_energy_ev": -9.8,
  "total_charge": 3,
  "energy_ev": -116782.1428,
  "de_lowest_kj_mol": 0.0,
  "species": ["Tl", "Se", "S", "O", "O", "N", "N", "N", "C", "C", "C", "C", "C", "C", "C", "C", "C", "C", "C", "C", "C", "C", "C", "C", "C", "C", "C", "C", "C", "C", "C", "C", "C", "C", "H", "H", "H", "H", "H", "H", "H", "H", "H", "H", "H", "H", "H", "H", "H", "H", "H", "H", "H", "H", "H", "H", "H", "H", "H"],
  "xyz": [[1.197649, -4.451657, -0.432574], [1.454264, 0.152096, -0.396955], [-1.175531, -1.433950, -0.175978], [3.272863, -2.687047, -0.388381], [-0.382520, -0.074921, -0.509541], [0.023915, 2.664844, -0.319601], [1.617319, -2.842336, 1.720869], [2.179468, 2.922204, -0.447135], [0.735259, -2.715824, 2.727119], [1.093089, -2.387248, 4.016044], [3.920432, -2.802458, 0.889684], [-3.362504, -1.374582, 1.362181], [-2.164581, -3.291219, -4.170653], [-4.502594, 0.821186, 0.070106], [-2.441656, -3.953897, -2.978543], [1.355418, 6.544268, -0.470627], [-0.037900, 6.379850, -0.400244], [-5.162067, 0.197943, 1.129494], [0.246411, 4.048187, -0.351117], [-3.280512, 0.345884, -0.366050], [1.623230, 4.210108, -0.429351], [2.910359, -2.639104, 1.998834], [-4.604804, -0.903350, 1.762997], [-2.094740, -3.375012, -1.768425], [-1.544810, -2.046704, -4.160863], [1.195637, 2.038207, -0.380719], [2.216463, 5.465909, -0.477697], [3.359078, -2.313667, 3.270575], [-0.621899, 5.131090, -0.327827], [-1.206382, -1.440930, -2.958575], [-2.724775, -0.742220, 0.300420], [2.439201, -2.188607, 4.296718], [3.608924, 2.627477, -0.512677], [-1.496129, -2.116140, -1.782336], [4.416674, -2.167903, 3.453965], [-1.694501, 5.009272, -0.251382], [2.759914, -1.938541, 5.299732], [-2.328213, -3.877770, -0.832838], [-0.871666, 2.207474, -0.254560], [-1.324527, -1.540412, -5.091935], [0.343108, -2.296901, 4.790249], [-2.430717, -3.749646, -5.114278], [4.400295, -3.780437, 0.986083], [-0.305238, -2.897620, 2.478347], [4.695263, -2.042418, 0.987557], [3.955721, -2.766660, -1.067787], [-5.129106, -1.394163, 2.571967], [-4.951135, 1.671438, -0.426762], [-6.124962, 0.572321, 1.452587], [-2.931855, -4.919153, -2.993058], [-2.910832, -2.224400, 1.862601], [-0.729752, -0.468979, -2.944270], [4.039929, 3.080268, -1.402717], [3.291181, 5.593499, -0.508252], [1.766589, 7.544353, -0.515303], [-0.670300, 7.257765, -0.401771], [-2.789427, 0.785492, -1.227547], [3.766809, 1.550434, -0.556611], [4.111195, 3.024314, 0.366789]],
  "forces_ev_per_angstrom": [[0.117, 0.012, 0.089], [-0.051, -0.090, 0.127], [-0.451, 0.201, -0.067], [-0.032, -0.109, -0.007], [0.042, 0.260, -0.199], [-0.125, 0.085, 0.026], [0.035, -0.118, 0.005], [0.232, -0.049, 0.001], [-0.014, -0.044, -0.122], [-0.001, 0.027, 0.094], [-0.049, -0.046, 0.095], [0.073, -0.023, 0.053], [0.036, 0.040, 0.021], [0.041, 0.043, -0.028], [-0.005, -0.037, -0.051], [0.055, 0.023, 0.009], [-0.027, -0.010, -0.002], [-0.008, -0.031, 0.000], [0.058, -0.049, -0.022], [-0.007, -0.018, -0.213], [-0.043, 0.008, 0.018], [-0.026, 0.082, -0.112], [-0.033, 0.003, 0.001], [-0.022, 0.013, 0.102], [0.012, -0.037, -0.030], [-0.087, 0.019, 0.010], [0.108, -0.059, 0.023], [0.002, 0.031, 0.091], [-0.087, -0.004, 0.008], [0.028, 0.086, 0.042], [0.160, -0.166, 0.263], [0.002, 0.004, -0.018], [0.035, 0.114, -0.005], [0.196, -0.043, -0.017], [-0.027, 0.008, -0.016], [0.034, 0.015, -0.038], [0.017, -0.014, -0.023], [-0.004, 0.020, -0.060], [-0.010, -0.050, 0.019], [-0.025, -0.025, 0.023], [0.002, -0.026, -0.043], [-0.008, 0.010, 0.026], [0.048, -0.015, -0.048], [0.023, -0.016, 0.005], [0.029, 0.016, 0.005], [-0.029, -0.004, -0.029], [0.011, 0.033, -0.003], [-0.031, -0.036, 0.014], [0.022, -0.011, -0.007], [0.028, 0.033, 0.005], [-0.010, 0.064, 0.000], [-0.031, -0.024, -0.017], [-0.052, -0.017, -0.057], [-0.057, 0.032, -0.051], [-0.032, -0.031, 0.005], [0.024, -0.022, 0.029], [-0.031, -0.001, 0.031], [-0.011, -0.034, -0.015], [-0.044, -0.021, 0.059]]
}



[2]
{
  "formula": "C26H25N4O10P2V",
  "method": "ωB97M-V/def2-TZVPD",
  "lumo_energy_ev": [4.1, 4.1],
  "multiplicity": 3,
  "total_charge": -2,
  "energy_ev": -98078.5179,
  "de_lowest_kj_mol": 115.8,
  "s2": 2.01,
  "species": ["V", "P", "P", "O", "O", "O", "O", "O", "O", "O", "O", "O", "O", "N", "N", "N", "N", "C", "C", "C", "C", "C", "C", "C", "C", "C", "C", "C", "C", "C", "C", "C", "C", "C", "C", "C", "C", "C", "C", "C", "C", "C", "C", "H", "H", "H", "H", "H", "H", "H", "H", "H", "H", "H", "H", "H", "H", "H", "H", "H", "H", "H", "H", "H", "H", "H", "H", "H"],
  "xyz": [[1.653933, 0.501756, -0.179364], [3.707850, 0.441839, 2.080014], [4.626983, -0.289911, -0.593621], [0.960587, 6.837966, -2.271451], [4.334444, -0.644375, 0.988329], [6.218590, 0.013960, -0.472351], [1.337587, 0.519778, -2.015898], [1.479778, 2.555402, -0.366256], [2.242941, 0.703572, 1.647634], [4.547333, 1.775589, 1.763501], [3.945213, -0.014533, 3.451125], [3.926382, 1.044338, -0.853449], [4.399217, -1.459737, -1.461056], [1.530145, -3.916292, 0.444628], [0.052440, -5.676434, 0.412664], [-0.610623, -3.672680, -0.521302], [1.819543, -1.514542, -0.088088], [1.055145, 3.620675, -3.840879], [1.311706, 0.638364, -4.318515], [1.222991, 2.714127, -2.762683], [-2.601049, -0.988912, 2.818894], [-3.951430, -2.671752, -1.657804], [-2.373349, -1.114733, 1.390212], [-4.058350, -1.157695, 4.784068], [-1.609321, -0.468705, 3.683108], [1.318907, 3.238036, -1.417182], [-3.060327, -0.660013, 5.619566], [-3.656538, -3.278314, 1.033638], [-3.309348, -1.779145, -0.815258], [1.236416, 4.669557, -1.271886], [1.059797, 5.483678, -2.347514], [-1.837843, -0.315353, 5.042024], [0.979572, 7.412010, -0.975506], [-4.268388, -4.178097, 0.176267], [-4.431572, -3.899504, -1.188879], [1.285219, 1.304973, -2.978305], [-0.290546, 0.131380, 0.283505], [-3.122938, -2.035476, 0.577134], [0.968359, 4.963304, -3.673027], [0.355640, -4.369122, 0.115401], [1.708626, -2.622748, 0.175732], [-3.839635, -1.313043, 3.422729], [-1.253445, -0.445720, 0.796894], [-2.928027, -0.842291, -1.205201], [-1.558898, -3.904500, -0.237615], [-0.470408, -2.665785, -0.546346], [1.319450, 5.039128, -0.260944], [2.239168, 0.065149, -4.373482], [0.982966, 3.230732, -4.847653], [1.934531, 7.233682, -0.477943], [-3.230794, -0.538486, 6.683384], [-0.645980, -0.208030, 3.259000], [-5.027310, -1.420226, 5.198272], [0.832583, 5.641863, -4.504555], [0.845676, -6.157753, 0.808353], [-4.895174, -4.615753, -1.856630], [-3.528601, -3.537638, 2.078198], [-4.610897, -5.130483, 0.570915], [-4.644343, -1.680377, 2.795716], [6.647097, -0.789771, -0.155542], [0.176267, 7.010976, -0.355691], [-4.092817, -2.404765, -2.700999], [-1.038382, 0.072041, 5.665686], [0.484214, -0.070314, -4.371205], [4.493985, 1.970717, 0.807780], [1.258056, 1.321500, -5.161372], [-0.389011, -6.184163, -0.336769], [0.835995, 8.481080, -1.112164]],
  "forces_ev_per_angstrom": [[-0.477, 1.356, 1.665], [-0.165, -0.022, -0.579], [-0.044, 0.408, 0.542], [-0.051, 0.339, 0.139], [-0.406, 0.417, 0.087], [0.124, 0.262, -0.204], [-0.034, -0.571, -1.840], [0.045, -0.225, -0.268], [1.106, -0.163, 0.136], [0.014, -0.066, 0.065], [0.099, -0.100, 0.081], [-0.065, -1.020, 0.267], [0.040, -0.050, 0.043], [0.567, 0.623, -0.048], [0.290, -0.122, 0.097], [-0.039, -0.038, 0.359], [0.357, -0.337, -0.106], [0.059, -0.203, -0.004], [-0.044, 0.054, -0.299], [0.028, -0.085, -0.135], [0.060, 0.007, -0.119], [0.074, -0.046, 0.188], [0.266, -0.278, 0.161], [0.111, 0.010, -0.092], [-0.043, -0.035, 0.106], [-0.011, 0.124, 0.077], [0.007, -0.011, -0.128], [0.036, 0.190, -0.003], [0.006, -0.192, 0.029], [-0.009, -0.173, -0.007], [0.018, -0.167, -0.305], [0.001, -0.009, -0.109], [0.021, -0.074, -0.169], [0.008, 0.091, -0.285], [0.132, 0.076, 0.269], [-0.034, 0.490, 0.347], [-0.364, -0.216, 0.320], [-0.077, 0.160, -0.331], [0.010, 0.242, 0.277], [-0.576, 0.109, -0.258], [-0.130, -1.054, 0.204], [0.026, -0.035, 0.111], [-0.333, 0.173, -0.199], [0.009, -0.021, 0.000], [-0.045, -0.016, -0.218], [-0.074, 0.141, -0.058], [-0.010, -0.014, 0.010], [-0.025, 0.013, 0.025], [-0.002, -0.016, 0.019], [0.038, -0.020, 0.026], [0.007, -0.006, -0.017], [-0.022, 0.051, 0.017], [-0.013, 0.001, -0.013], [-0.005, 0.012, 0.049], [0.003, -0.014, -0.045], [-0.049, 0.032, 0.026], [-0.015, -0.047, -0.043], [-0.014, 0.019, 0.021], [-0.003, 0.050, 0.059], [-0.032, 0.078, -0.065], [-0.037, -0.023, 0.030], [0.073, -0.019, -0.001], [-0.008, 0.001, -0.025], [0.009, 0.003, 0.036], [-0.179, -0.066, 0.056], [0.007, -0.045, 0.000], [-0.216, 0.050, 0.057], [0.000, 0.016, -0.028]]
}



Number 2 is which compound?
C26H25N4O10P2V